DFT (the ωB97M-V functional and the def2-TZVPD basis) results for a cluster of 2 separate species, C13H17NO in total.

```
! wB97M-V def2-TZVPD RIJCOSX def2/J DEFGRID3
* xyz 0 1
O -0.857 -2.648 -0.251
N -1.882 1.946 0.019
C -0.206 0.330 -0.123
C -4.112 -0.906 -0.040
C 2.161 -0.578 -0.167
C -1.386 -0.317 -0.118
C 0.106 2.305 1.354
C 2.162 -1.353 1.098
C -0.437 1.800 0.008
C -3.143 -1.948 -0.123
C -2.395 0.758 -0.029
C 0.182 2.597 -1.140
C -1.810 -1.679 -0.169
C -3.774 0.405 0.003
C 2.137 -1.335 -1.443
H 1.185 2.201 1.385
H -0.331 1.735 2.166
H -0.165 3.350 1.475
H -0.166 2.209 -2.094
H 1.393 -2.123 1.065
H 2.614 0.401 -0.167
H -3.489 -2.973 -0.148
H 2.005 -0.718 1.967
H 1.951 -0.688 -2.295
H 3.103 -1.828 -1.597
H -1.283 -3.514 -0.269
H -4.512 1.188 0.066
H 1.374 -2.111 -1.401
H 1.264 2.523 -1.102
H -5.152 -1.198 -0.011
H -0.117 3.636 -1.054
H 3.127 -1.858 1.221
*
```

## Properties
Relative energy (zero: lowest compared OMol25 entry of this formula, charge and spin)   4.6055 eV
Kohn-Sham gap   7.55 eV

DFT (the ωB97M-V functional and the def2-TZVPD basis) results for a structure of composition C3H3NOS2.

```
! wB97M-V def2-TZVPD RIJCOSX def2/J DEFGRID3
* xyz 0 1
S 1.763 -0.978 -0.193
S -1.326 1.391 -0.175
O -1.811 -1.807 -0.362
N 1.295 1.546 0.065
C -0.473 0.105 0.210
C -1.048 -1.307 0.544
C 0.930 0.294 0.177
H 0.619 2.226 0.751
H -0.952 -1.655 1.883
H 2.306 1.903 0.109
*
```

## Properties
Relative energy (zero: lowest compared OMol25 entry of this formula, charge and spin)   4.0311 eV
Kohn-Sham gap   7.07 eV

DFT (the ωB97M-V functional and the def2-TZVPD basis) results for an isolated molecule of C6H10N2S3.

```
! wB97M-V def2-TZVPD RIJCOSX def2/J DEFGRID3
* xyz 0 1
S 0.239 2.986 -0.334
S -3.964 -0.285 0.068
S 1.143 -1.683 0.067
N -1.392 -1.008 0.008
N -1.799 1.294 -0.145
C -2.327 0.021 -0.030
C 1.907 2.420 -0.751
C -0.146 -0.722 0.505
C -0.616 1.485 -0.625
C 2.343 -0.892 1.297
C -1.712 -2.351 -0.454
H -1.630 -2.971 0.392
H 1.908 1.361 -0.638
H 2.156 2.754 -1.757
H 3.272 -1.342 1.029
H 2.581 2.910 -0.016
H -2.696 -2.296 -0.962
H 2.032 -1.277 2.292
H -2.519 2.107 -0.061
H -0.882 -2.692 -1.081
H 2.102 0.181 1.196
*
```

## Properties
Relative energy (zero: lowest compared OMol25 entry of this formula, charge and spin)   3.6244 eV
Kohn-Sham gap   7.22 eV

DFT (the ωB97M-V functional and the def2-TZVPD basis) results for a structure of composition C41H59CrN3O4P3STe.

```
! wB97M-V def2-TZVPD RIJCOSX def2/J DEFGRID3
* xyz 1 5
Te 2.921 1.745 -3.008
Cr 0.615 0.339 0.478
S -0.184 0.380 -1.871
P -1.077 -0.905 1.510
P 0.894 0.996 2.878
P 3.107 0.534 -1.023
O 2.485 -0.975 -1.014
O -1.163 2.612 0.142
O 2.406 1.135 0.192
O 4.614 0.163 -0.630
N -1.659 -1.755 -2.336
N -2.720 0.229 -2.729
N -0.173 3.972 -1.369
C -0.189 -3.776 4.325
C -4.205 -4.028 0.192
C -1.642 -0.418 -2.299
C -4.715 2.011 -5.278
C 3.357 4.893 2.563
C 2.054 -0.386 7.126
C -1.029 -2.780 -6.595
C -2.641 -2.566 -3.048
C 2.476 -1.114 6.027
C 1.699 -3.596 2.849
C 1.083 -4.183 3.943
C 0.906 1.144 5.668
C -0.213 -2.151 2.551
C -2.860 1.675 -2.817
C -1.828 0.227 2.772
C -2.416 2.225 -4.171
C 3.790 -2.894 -1.756
C 1.314 0.404 4.557
C 2.113 -0.717 4.747
C 2.819 2.884 3.777
C 5.689 1.110 -0.748
C -0.991 3.741 -0.333
C 2.725 -1.874 -2.110
C -3.221 1.711 -5.366
C 3.587 4.029 3.621
C 2.344 4.612 1.656
C -4.659 -2.846 0.751
C -1.108 -2.785 -5.071
C 1.272 0.747 6.942
C -0.848 -2.786 3.615
C -2.400 -2.047 0.960
C -3.762 -1.855 1.135
C -1.640 4.964 0.264
C 1.062 -2.568 2.169
C 5.705 2.077 0.421
C -2.841 -4.219 -0.003
C -0.905 1.434 3.042
C 1.798 2.594 2.875
C -1.948 -3.231 0.367
C -2.515 -2.464 -4.571
C 1.584 3.467 1.810
H 4.384 4.242 4.321
H -2.000 -0.344 3.683
H -1.084 2.194 2.280
H 1.770 -2.362 -2.325
H -1.705 -3.521 -7.023
H 6.486 2.823 0.280
H 4.018 -3.500 -2.633
H 5.889 1.550 1.358
H 3.447 -3.541 -0.947
H -2.254 2.105 -2.031
H -1.866 -2.527 3.882
H -2.578 4.702 0.746
H 4.742 2.585 0.498
H -4.906 -4.803 -0.088
H -2.791 -1.462 -4.911
H -5.214 1.723 -6.203
H -0.968 5.370 1.024
H -5.195 1.466 -4.463
H -1.359 1.974 -4.306
H 2.674 -3.939 2.527
H -0.680 -4.247 5.167
H -0.883 -3.387 0.233
H -4.133 -0.945 1.590
H 0.953 1.333 7.794
H 5.600 1.647 -1.696
H -2.788 0.586 2.397
H -3.064 0.635 -5.491
H 2.456 -1.285 3.895
H -0.041 4.893 -1.748
H -0.807 -3.769 -4.695
H -0.017 -3.010 -6.927
H 1.585 -4.968 4.493
H -0.403 -2.047 -4.678
H 0.834 3.216 1.084
H -2.483 -3.595 -2.731
H -2.478 -5.146 -0.430
H -1.814 5.732 -0.489
H 2.164 5.266 0.812
H -1.297 -1.801 -6.994
H -3.646 -2.286 -2.719
H 2.336 -0.690 8.126
H -4.888 3.077 -5.119
H -3.232 -3.160 -5.016
H 3.968 5.777 2.434
H -2.818 2.186 -6.263
H 4.697 -2.385 -1.434
H 3.010 -1.296 -2.992
H 3.095 -1.992 6.162
H 0.317 2.044 5.548
H -3.446 -0.314 -3.171
H 1.550 -2.082 1.328
H -5.720 -2.700 0.908
H -3.904 1.920 -2.617
H 3.028 2.218 4.604
H -2.499 3.314 -4.129
H 6.601 0.514 -0.775
H -1.116 1.853 4.024
H -0.767 -2.187 -2.163
H 0.373 3.215 -1.769
*
```

## Properties
Relative energy (zero: lowest compared OMol25 entry of this formula, charge and spin)   0.9376 eV
Kohn-Sham gap (alpha / beta)   7.20 / 7.22 eV

DFT (the ωB97M-V functional and the def2-TZVPD basis) results for a structure of composition C3H7NOS.

```
! wB97M-V def2-TZVPD RIJCOSX def2/J DEFGRID3
* xyz 0 1
S 0.834 0.310 -1.229
O 1.095 -0.463 -2.465
N 1.556 -0.536 1.733
C -0.994 0.450 0.340
C -0.820 1.073 -1.087
C 0.018 -0.611 0.079
H -1.943 0.056 0.565
H -0.813 2.203 -1.136
H -1.564 0.565 -1.878
H -0.713 1.025 1.128
H 2.210 -1.213 1.442
H 0.954 -1.240 2.190
H 0.179 -1.618 0.317
*
```

## Properties
Relative energy (zero: lowest compared OMol25 entry of this formula, charge and spin)   5.7817 eV
Kohn-Sham gap (alpha / beta)   8.26 / 8.43 eV

DFT (the ωB97M-V functional and the def2-TZVPD basis) results for an isolated molecule of C6H9N3.

```
! wB97M-V def2-TZVPD RIJCOSX def2/J DEFGRID3
* xyz 0 1
N 1.367 -0.668 -0.586
N -1.761 0.978 0.211
N -0.727 -1.542 -0.394
C -2.526 -0.083 0.164
C 2.051 -0.751 0.651
C 0.307 2.082 -0.259
C -0.470 0.851 -0.045
C 0.026 -0.484 -0.438
C -2.054 -1.408 -0.058
H 1.717 -1.615 1.193
H -2.653 -2.342 0.153
H 0.126 2.419 -1.313
H 0.035 2.985 0.401
H 3.132 -0.925 0.381
H -3.597 -0.080 0.277
H 2.042 0.225 1.261
H 1.363 1.837 -0.388
H 1.623 -1.477 -1.211
*
```

## Properties
Relative energy (zero: lowest compared OMol25 entry of this formula, charge and spin)   0.6134 eV
Kohn-Sham gap   9.29 eV
SMILES   CNc1nccnc1C

DFT (the ωB97M-V functional and the def2-TZVPD basis) results for an isolated molecule of C4H5N.

```
! wB97M-V def2-TZVPD RIJCOSX def2/J DEFGRID3
* xyz 0 1
N -1.114 -0.643 -0.584
C -1.247 0.723 -0.105
C -0.306 -0.215 0.567
C 1.136 -0.145 0.351
C 2.312 -0.273 0.108
H -0.589 -0.695 1.504
H -0.516 -0.679 -1.408
H -2.201 0.957 0.370
H -0.794 1.529 -0.677
H 3.319 -0.559 -0.126
*
```

## Properties
Relative energy (zero: lowest compared OMol25 entry of this formula, charge and spin)   2.9049 eV
Kohn-Sham gap   10.59 eV
SMILES   C#C[C@H]1CN1

DFT (the ωB97M-V functional and the def2-TZVPD basis) results for a structure of composition C36H40IrN6O6.

```
! wB97M-V def2-TZVPD RIJCOSX def2/J DEFGRID3
* xyz 2 2
Ir -0.417 -0.169 -0.261
O -1.704 -0.966 1.083
O 0.950 2.573 0.472
O -3.815 -4.160 -4.036
O 0.773 -1.523 2.338
O -1.692 -0.698 -1.645
O 2.167 1.888 4.891
N 1.501 0.219 3.534
N 2.976 -0.671 -0.182
N 0.487 -1.998 -0.626
N 0.563 0.540 1.373
N -1.543 1.633 -0.195
N 0.833 0.441 -1.885
C 1.122 -4.253 -0.224
C 5.255 0.790 0.422
C -3.416 -3.587 -2.913
C -1.191 1.900 3.969
C 0.034 1.361 -2.764
C -3.087 -2.507 2.116
C -3.594 -3.496 -5.284
C 2.188 1.080 -1.710
C -1.452 2.630 -1.102
C -3.723 -4.297 -1.729
C 5.048 -0.457 0.996
C 0.994 -0.830 -2.670
C -0.355 2.673 -2.126
C 1.144 -2.033 -1.800
C -0.311 2.979 3.345
C -2.740 -2.372 -2.847
C 4.304 1.293 -0.446
C 3.896 -1.146 0.664
C -3.311 3.778 -0.085
C -3.389 -3.767 -0.525
C 2.010 3.759 2.748
C -2.345 -1.862 -1.615
C -2.454 -1.968 0.874
C 1.828 -3.154 -2.220
C 3.412 3.462 2.239
C -2.340 3.696 -1.064
C -2.488 1.720 0.760
C 1.100 2.528 2.841
C -3.376 2.766 0.857
C 0.916 -0.322 2.415
C 1.825 -4.282 -1.417
C 3.175 0.524 -0.712
C 0.897 1.897 1.476
C 1.657 1.559 3.855
C -2.686 -2.536 -0.411
C 0.468 -3.095 0.144
H 5.765 -0.886 1.680
H -0.816 3.463 2.505
H -2.421 -3.267 2.537
H -4.105 2.771 1.654
H 1.798 -0.452 4.231
H 6.145 1.362 0.649
H -0.671 3.340 -2.928
H 2.359 -5.172 -1.722
H -2.525 -3.377 -5.469
H 1.518 4.494 2.110
H -0.127 3.755 4.088
H 0.628 1.552 -3.662
H 4.429 2.267 -0.903
H 3.393 3.104 1.209
H 1.827 -0.738 -3.365
H 2.030 2.129 -1.487
H -4.243 -5.241 -1.814
H 2.064 4.178 3.753
H 4.023 4.363 2.266
H -2.181 2.305 4.179
H 2.353 -3.139 -3.165
H -4.096 -2.529 -5.296
H 2.656 1.036 -2.699
H -3.161 -1.708 2.850
H -2.520 0.916 1.475
H 1.086 -5.111 0.431
H -2.510 -1.801 -3.735
H -0.777 1.554 4.916
H -0.051 -3.011 1.080
H -3.996 4.614 -0.057
H -4.063 -2.949 1.945
H -0.856 0.812 -3.060
H -3.648 -4.310 0.373
H 0.085 -0.963 -3.257
H -4.025 -4.143 -6.039
H 3.911 2.714 2.859
H 3.691 -2.123 1.087
H -2.246 4.472 -1.811
H -1.317 1.029 3.321
H 0.498 3.154 -1.649
*
```

## Properties
Relative energy (zero: lowest compared OMol25 entry of this formula, charge and spin)   0.0000 eV
Kohn-Sham gap (alpha / beta)   8.39 / 5.69 eV

DFT (the ωB97M-V functional and the def2-TZVPD basis) results for an isolated molecule of C2H3F3.

```
! wB97M-V def2-TZVPD RIJCOSX def2/J DEFGRID3
* xyz 0 1
F 2.387 1.355 -0.183
F 2.212 -0.807 -0.936
F 2.221 -0.542 1.096
C 1.670 -0.122 0.011
C 0.157 -0.115 0.025
H -0.402 -1.076 -0.387
H -0.160 0.764 -0.573
H -0.216 0.053 1.008
*
```

## Properties
Relative energy (zero: lowest compared OMol25 entry of this formula, charge and spin)   1.2588 eV
Kohn-Sham gap   13.93 eV
SMILES   CC(F)(F)F

DFT (the ωB97M-V functional and the def2-TZVPD basis) results for a structure of composition C41H63BN9NbO2P.

```
! wB97M-V def2-TZVPD RIJCOSX def2/J DEFGRID3
* xyz -1 1
Nb 1.224 -1.479 0.058
P 0.500 -0.070 -2.011
O 3.774 0.426 -0.080
O -1.350 -2.697 1.661
N 1.840 -2.568 1.785
N -2.413 -4.924 -3.160
N -2.445 4.466 0.453
N -4.988 1.989 -0.574
N -2.109 -1.243 -0.274
N -7.013 0.743 -4.700
N 2.834 1.807 5.092
N 6.113 4.650 4.414
N 0.613 1.503 -1.592
C 4.865 4.968 2.386
C -2.099 -6.555 -4.896
C 1.137 2.173 6.752
C -1.224 4.617 -0.074
C -2.651 6.859 0.482
C -6.321 2.083 -0.556
C -3.249 -2.160 -0.480
C 1.553 1.921 5.454
C 3.858 -4.586 -0.167
C 5.897 5.720 1.848
C 2.531 -6.738 0.212
C -2.624 -0.111 0.552
C -7.048 2.883 -1.423
C 5.086 0.513 0.432
C -4.854 -0.314 -4.721
C -7.372 -0.067 -5.701
C -4.972 3.547 -2.398
C 3.440 2.198 7.383
C -6.355 3.630 -2.364
C 4.215 -0.139 2.706
C -1.383 6.992 -0.063
C -4.341 2.716 -1.487
C -5.251 -1.142 -5.757
C 4.967 1.005 1.915
C 3.400 -0.898 -0.528
C -2.340 -5.920 -2.269
C -2.146 -7.249 -2.614
C 2.662 -5.450 -0.651
C -6.537 -1.020 -6.261
C -0.651 5.850 -0.348
C 1.290 -4.687 -0.642
C -2.025 -7.569 -3.956
C 3.749 1.947 6.056
C 1.377 -3.272 -1.337
C 7.096 5.377 3.874
C 5.021 4.460 3.665
C 7.038 5.932 2.606
C -5.768 0.605 -4.229
C -2.291 -5.258 -4.447
C 2.104 2.314 7.735
C -3.132 5.581 0.719
B -1.010 -1.855 0.529
H -0.850 -0.317 -2.416
H 1.085 0.034 1.075
H 0.085 2.258 6.986
H -3.440 -0.491 1.207
H 2.871 -5.728 -1.706
H 0.543 -3.227 -2.075
H -0.971 7.974 -0.263
H -4.567 -1.875 -6.168
H -3.254 7.727 0.717
H 1.277 1.969 -2.207
H 5.813 6.135 0.851
H -8.386 0.068 -6.064
H 7.865 6.514 2.221
H 3.139 0.058 2.569
H 1.760 -7.418 -0.189
H 0.824 -4.682 0.361
H 2.326 -3.233 -1.911
H 5.647 -0.441 0.427
H -6.884 -1.650 -7.070
H 3.495 -7.279 0.302
H -2.441 -5.621 -1.231
H 0.341 5.912 -0.772
H 4.708 -5.284 0.021
H 4.224 2.302 8.121
H 4.210 -3.880 -0.941
H -1.873 -8.596 -4.265
H 4.779 1.852 5.731
H 1.331 -0.384 -3.150
H 4.280 1.867 1.897
H 4.489 -0.156 3.775
H 4.530 -1.101 2.262
H -3.563 -2.708 0.434
H -2.009 -6.764 -5.954
H 3.959 4.779 1.825
H -1.048 -2.189 2.416
H 3.680 -4.053 0.783
H 4.021 -1.714 -0.109
H -3.044 0.703 -0.068
H -0.691 3.693 -0.283
H -3.027 -2.845 -1.326
H -1.790 0.295 1.158
H -6.818 1.481 0.197
H 1.204 -3.319 2.053
H -2.352 -4.431 -5.146
H 5.712 1.251 -0.123
H 1.770 -1.900 2.557
H -4.395 4.112 -3.118
H 4.239 3.868 4.128
H -3.859 -0.379 -4.301
H 0.623 -5.313 -1.282
H -3.262 2.612 -1.476
H -6.886 4.265 -3.062
H 2.245 -6.418 1.233
H -2.092 -8.012 -1.849
H -5.505 1.270 -3.418
H -4.117 5.426 1.147
H 5.945 1.209 2.384
H 0.834 1.801 4.650
H -4.130 -1.563 -0.807
H -8.128 2.918 -1.367
H 1.821 2.511 8.762
H 7.970 5.513 4.502
H 3.514 -0.904 -1.644
*
```

## Properties
Kohn-Sham gap   5.88 eV